Record 1
# C34H41BF6N2O2

A cluster of 2 separate species, C34H41BF6N2O2 in total at a distorted geometry (wB97M-V/def2-TZVPD, OMol25).

Results
- Kohn-Sham gap: 3.3644 eV
- Relative energy (zero: lowest compared OMol25 entry of this formula, charge and spin): 0.0 kcal/mol

```
86
Properties=species:S:1:pos:R:3:forces:R:3
C 2.385034 2.030568 -4.431836 0.1051 -0.2854 -0.0962
C 2.650221 3.351731 -3.711713 0.4556 -0.1521 0.3923
C 2.986068 4.394712 -4.765750 0.1845 0.1007 -0.0288
O 1.487890 3.734598 -3.013621 0.5783 -0.1788 -0.5993
B 1.651856 3.259662 -1.648966 -1.5543 1.0708 1.8152
C 1.473742 4.563988 -0.637835 0.1291 -0.9551 -0.8495
C 2.097013 4.564110 0.603235 -0.2844 0.8596 0.7304
C 1.993614 5.683923 1.444593 -0.0128 -0.2987 -0.2593
C 1.278529 6.812000 1.030830 0.0142 -0.1408 -0.0943
C 0.680001 6.813651 -0.232371 0.0549 -0.3068 -0.1954
C 0.788702 5.691314 -1.070422 -0.2268 0.8680 0.8433
C 0.404663 2.164788 -1.312095 -0.1999 0.2739 -0.3258
C 0.414764 1.455635 -0.019364 0.1390 -0.5237 -0.1619
C 1.328917 0.518214 0.289991 -0.3071 -0.0064 0.1669
O 2.972816 2.725525 -1.449201 0.6746 -0.7114 -0.7860
C 3.747539 3.188762 -2.538649 -0.4638 0.0760 -0.6049
C 4.850605 2.187160 -2.830328 0.0572 -0.0676 -0.1559
C 4.405003 4.523265 -2.197034 0.1009 0.3422 -0.0462
H 3.233308 1.762513 -5.072889 -0.0899 -0.0935 0.0691
H 2.195660 1.210128 -3.726934 0.0533 0.2022 -0.1062
H 1.503086 2.152078 -5.072498 0.1029 -0.0126 0.1519
H 3.926758 4.130938 -5.266975 -0.0915 0.1334 0.0403
H 2.194774 4.409030 -5.523688 0.0737 0.0270 0.1094
H 3.070741 5.397443 -4.336108 -0.0062 -0.1839 -0.0426
H 2.667943 3.696436 0.934461 -0.1097 0.1375 -0.1579
H 2.480909 5.655260 2.417779 -0.0866 0.1516 -0.0846
H 1.191825 7.681607 1.683794 0.0381 -0.1900 -0.1541
H 0.126643 7.681809 -0.587270 0.1074 -0.0232 0.1607
H 0.330215 5.719786 -2.058919 0.1467 -0.1210 0.1660
H -0.511931 2.765074 -1.401512 0.1262 -0.1565 -0.1288
H 0.427836 1.449810 -2.149215 0.0103 0.0533 0.1269
H -0.400702 1.681905 0.676824 0.3229 -0.0636 0.0891
H 1.296027 -0.040526 1.224871 0.1076 0.2010 -0.0445
H 2.170495 0.361365 -0.385134 -0.1517 -0.0927 0.1109
H 5.411555 2.497984 -3.720762 -0.0311 -0.1475 0.0801
H 5.544384 2.164586 -1.983144 -0.0764 -0.0333 -0.0853
H 4.451242 1.180275 -2.979354 0.0535 0.1194 -0.0074
H 5.094455 4.824102 -2.997716 -0.1234 0.0126 0.1181
H 3.673618 5.326725 -2.042478 0.1284 -0.2443 0.0040
H 4.994170 4.404894 -1.279046 -0.1755 0.0232 -0.1019
C 0.145179 -7.989539 0.279489 -0.5347 -0.4515 0.4908
N 0.942458 -6.790076 0.193678 0.5204 -0.0413 -0.5714
C 2.384309 -7.001836 0.144625 -0.4296 0.0996 -0.4684
C 2.995905 -6.722078 1.485420 0.1038 0.6568 1.8466
F 4.319402 -7.024209 1.574635 -1.3407 0.2468 -0.2699
F 2.843405 -5.389818 1.803756 0.3279 -1.3320 -0.2303
F 2.331731 -7.429955 2.461629 0.7901 0.5605 -0.7964
C 0.378919 -5.557423 0.082206 -0.0384 0.5029 0.1540
C 1.079587 -4.478251 -0.525727 -0.1543 0.1099 0.0123
C 0.532350 -3.218254 -0.562964 -0.1212 -0.2293 -0.0430
C -0.719580 -2.939694 0.058626 0.1977 -0.1931 0.2438
C -1.270770 -1.639413 -0.001152 -0.3328 -0.4912 -0.0724
C -2.316490 -1.204357 0.859912 -0.4316 0.0315 0.3595
C -3.402896 -0.417157 0.381557 0.3100 0.0463 0.2002
C -4.430459 -0.048320 1.221099 0.0374 -0.2039 0.1702
C -4.359879 -0.334685 2.610295 0.5361 -0.2824 -0.4159
N -5.358356 0.019585 3.466545 -0.6312 0.6551 -0.1975
C -5.077106 0.343413 4.841782 0.2562 -0.3386 0.7384
C -6.753427 0.138439 3.064505 0.6490 0.3439 -0.0751
C -7.384933 -1.222020 3.027983 0.0054 -1.7895 0.1005
F -8.721089 -1.223610 2.780293 1.2664 0.1466 0.2077
F -6.771864 -1.991143 2.061620 -0.7982 0.5929 0.8681
F -7.174429 -1.866851 4.226872 -0.4308 0.4841 -1.1063
C -3.221086 -1.018445 3.114563 -0.2765 -0.0820 -0.0878
C -2.297652 -1.548400 2.243541 0.0323 0.2275 -0.3820
C -1.424087 -4.038546 0.654237 0.2559 0.1368 -0.1766
C -0.923045 -5.318611 0.604350 0.0429 0.0675 -0.0325
H -0.831842 -7.851442 -0.199273 0.3149 -0.0063 0.0328
H 0.676724 -8.799687 -0.233545 -0.2488 0.1549 0.1098
H -0.024061 -8.291114 1.323461 0.0248 -0.0345 -0.2111
H 2.549975 -8.058393 -0.089458 0.2571 0.3683 -0.1499
H 2.851016 -6.330491 -0.580182 0.1578 -0.4543 0.0185
H 2.032641 -4.675159 -1.012487 -0.2343 0.2757 0.2108
H 1.064737 -2.400322 -1.048297 -0.0984 -0.1662 0.0976
H -0.940988 -0.977279 -0.802333 -0.0222 -0.0300 0.1481
H -3.437572 -0.157658 -0.676837 0.0335 0.0553 0.2799
H -5.294544 0.501620 0.851638 0.3678 -0.1827 -0.1264
H -4.041355 0.686951 4.953478 -0.3123 -0.0043 -0.0666
H -5.751825 1.145292 5.163637 0.2315 -0.1580 -0.0027
H -5.225808 -0.527428 5.496447 0.0134 0.2315 0.0300
H -7.265959 0.730451 3.829931 -0.0672 0.0309 -0.4679
H -6.832009 0.572950 2.064970 -0.3252 0.1366 0.2884
H -3.132018 -1.195420 4.186632 -0.0666 -0.1059 -0.3712
H -1.523852 -2.221411 2.614204 -0.0214 0.4541 -0.0234
H -2.387122 -3.865578 1.135380 0.2043 -0.0563 -0.3114
H -1.502226 -6.151455 1.005709 0.2067 0.3539 -0.0100
```
Forces are in eV/Å.

Partial atomic charges computed with the Löwdin method, in multiples of e: -0.0304, -0.4946, -0.0223, 0.0346, -0.8661, -0.1017, -0.0548, -0.1054, -0.1296, -0.1067, -0.0547, -0.0885, -0.2127, -0.0345, 0.0421, -0.4856, -0.0267, -0.0167, 0.0800, 0.0817, 0.0884, 0.0853, 0.0844, 0.0839, 0.1088, 0.0857, 0.0847, 0.0860, 0.1079, 0.0968, 0.0919, 0.0981, 0.0388, 0.0618, 0.0859, 0.0852, 0.0767, 0.0832, 0.0924, 0.0932, -0.0387, -0.1172, -0.0373, -0.5250, 0.1375, 0.1192, 0.1133, -0.1934, 0.0071, 0.0214, -0.2009, 0.0966, -0.2167, 0.0166, 0.0077, -0.2047, -0.1294, -0.0433, -0.0381, -0.5268, 0.1357, 0.1134, 0.1110, 0.0106, -0.0081, 0.0061, 0.0094, 0.0980, 0.0972, 0.1024, 0.1440, 0.1318, 0.1131, 0.1305, 0.1302, 0.1320, 0.1132, 0.1013, 0.0977, 0.0983, 0.1448, 0.1320, 0.1159, 0.1279, 0.1235, 0.1135

---

Record 2
# ArH26O13

A structure of composition ArH26O13 at a distorted geometry (wB97M-V/def2-TZVPD, OMol25).

Results
- Kohn-Sham gap: 9.9350 eV
- Relative energy (zero: lowest compared OMol25 entry of this formula, charge and spin): 11.1 kcal/mol

```
40
Properties=species:S:1:pos:R:3:forces:R:3
Ar 0.696444 0.074058 -0.039471 0.0779 -0.0614 0.3033
O 1.648834 -0.359692 3.249969 -0.1309 -0.3788 0.1284
H 1.311494 0.488768 2.962649 0.1018 0.6074 -0.4639
H 1.984064 -0.198492 4.131939 0.2789 -0.0518 0.1792
O 2.875074 -3.192532 -0.772791 0.5260 -0.2249 -0.8116
H 2.193624 -2.835342 -1.342241 -0.1265 0.0627 -0.1188
H 2.492394 -3.167512 0.104229 -0.0408 0.0409 0.8782
O -0.884366 -2.894182 0.218109 0.6338 -0.1123 0.1301
H -0.640056 -3.674212 -0.279981 0.0475 -0.3289 -0.0813
H -1.729796 -2.631892 -0.146141 -0.6970 0.0969 -0.0545
O 1.563234 -2.934962 1.605429 0.4275 -0.4468 0.0424
H 1.710944 -2.086892 2.023969 0.0739 0.4501 0.3952
H 0.817564 -2.788682 1.023339 -0.7343 0.1613 0.0787
O 1.117184 -2.085512 -2.754531 -0.0899 0.0000 0.0232
H 1.843034 -1.664622 -3.215211 0.4693 0.2754 -0.0993
H 0.774634 -2.724542 -3.379451 -0.0886 -0.3860 -0.1644
O -0.982036 -0.472902 -2.550641 -0.9304 0.4994 0.3216
H -1.128316 -0.422522 -3.495251 -0.1493 0.2342 -0.2482
H -0.183866 -0.993212 -2.458801 0.7149 -0.6094 0.0824
O -2.190436 1.742148 -0.557911 -0.1028 0.3503 0.0033
H -1.806576 0.948588 -0.930931 0.3301 -0.2517 -0.3025
H -3.096076 1.501668 -0.362421 -0.3197 -0.0710 0.0375
O -1.178106 0.459338 3.277269 -0.1926 0.1912 -0.2878
H -0.520626 0.393228 3.969799 0.2760 -0.2226 0.1523
H -1.962146 0.782998 3.720829 -0.3589 -0.0445 0.2159
O -1.519546 3.031908 1.848189 0.2014 0.7782 0.2971
H -1.732806 2.736298 0.963109 -0.0828 -0.3617 -0.4801
H -1.452346 2.226238 2.360639 0.2285 -0.4418 0.1361
O 1.570594 2.715248 2.137819 0.2546 -0.3115 0.4033
H 0.761484 2.867438 1.649549 -0.6564 0.2333 -0.1537
H 2.268264 2.879178 1.503299 0.1998 -0.0280 -0.1301
O 0.529244 3.847998 -0.919201 0.2272 -0.1009 0.1743
H 1.102204 4.601838 -1.059451 0.2268 0.2143 -0.0320
H -0.350626 4.221468 -0.868391 -0.3812 -0.0669 0.0364
O -3.062056 -1.844002 -1.164671 -0.4473 -0.2329 0.5541
H -2.260956 -1.383262 -1.414081 0.4129 0.5427 -0.6142
H -3.361306 -2.259922 -1.973181 -0.1300 -0.1042 -0.1757
O 1.085104 1.744798 -2.709421 0.3559 -0.3520 -0.6485
H 1.011644 2.396018 -2.011751 -0.1925 0.4555 0.3088
H 0.684964 0.955648 -2.344221 -0.2128 -0.0038 -0.0152
```
Forces are in eV/Å.

Partial atomic charges computed with the Löwdin method, in multiples of e: 0.3541, -0.0485, -0.0115, 0.0523, -0.0733, -0.0386, -0.0327, -0.0540, 0.0548, -0.0069, -0.0572, 0.0045, -0.0254, -0.0284, 0.0899, 0.0837, -0.0852, 0.0752, -0.0375, -0.0455, -0.0141, 0.0602, -0.0417, 0.0324, 0.0500, -0.0596, -0.0231, -0.0161, -0.0589, -0.0159, 0.0349, -0.0312, 0.0600, 0.0572, -0.0461, -0.0167, 0.0552, -0.0890, -0.0329, -0.0744

---

Record 3
# C12H9NO5

A cluster of 2 separate species, C12H9NO5 in total at a distorted geometry (wB97M-V/def2-TZVPD, OMol25).

Results
- Kohn-Sham gap: 8.5265 eV
- Structure (SMILES): O=[N+]([O-])c1ccccc1.C=CC1=CC(=O)OC1=O

```
27
Properties=species:S:1:pos:R:3:forces:R:3
C -2.582985 -0.567334 1.813638 0.1618 -0.4766 0.3525
C -3.308402 -1.538113 1.196590 0.1375 1.2484 -0.0981
C -3.045777 -1.698088 -0.239754 -0.8353 0.8251 -0.3722
C -1.949718 -2.277400 -0.725577 -0.3156 0.1520 -0.5804
C -1.886676 -1.791411 -2.144635 0.7981 0.9205 1.4263
O -0.935986 -1.201392 -2.557798 -0.1313 -0.9370 -1.0949
O -3.182924 -1.641390 -2.593563 0.2729 1.0799 -0.0837
C -3.882644 -1.291369 -1.433922 -1.4330 -2.6308 0.1759
O -5.065727 -1.156247 -1.451839 0.4654 0.9894 -0.0491
H -1.959569 -0.805983 2.670186 -1.3345 0.4820 1.2295
H -2.532003 0.459148 1.467766 1.2667 -0.3360 -1.1420
H -4.092578 -2.038344 1.746512 0.7679 -1.4388 0.1237
H -1.174745 -2.809394 -0.208996 0.2516 0.1520 0.1399
C 3.554359 1.741131 -1.367256 0.0002 0.0024 0.0038
C 2.835941 2.732363 -0.712521 0.0566 -0.1028 -0.0457
C 2.091987 2.421589 0.413242 -0.0524 0.2297 -0.0003
C 2.083400 1.116403 0.868790 0.1326 0.0592 -0.1772
C 2.787641 0.115443 0.226272 0.0800 -0.2184 -0.0396
C 3.526802 0.434221 -0.900377 -0.0074 0.1226 -0.0231
N 1.311607 0.786568 2.074589 -0.0057 0.0164 -0.0222
O 0.686237 1.679333 2.606396 -0.0961 0.0921 0.0450
O 1.345750 -0.360262 2.469696 -0.0402 -0.1706 0.0312
H 4.137980 1.988140 -2.243935 -0.0052 -0.0005 -0.0139
H 2.857085 3.749225 -1.078364 -0.0177 0.0173 0.0073
H 1.531513 3.189336 0.924672 -0.0390 -0.0803 0.0980
H 2.765514 -0.899240 0.593450 -0.0720 0.0287 0.1063
H 4.083917 -0.336932 -1.413261 -0.0059 -0.0260 0.0030
```
Forces are in eV/Å.

Partial atomic charges computed with the Löwdin method, in multiples of e: 0.0454, -0.1018, -0.1403, 0.1156, -0.4180, 0.1694, 0.1282, -0.3607, 0.1805, 0.0663, 0.0722, 0.1106, 0.1344, -0.0683, -0.0638, -0.0034, -0.1494, -0.0031, -0.0625, -0.3561, 0.0742, 0.0687, 0.1076, 0.1084, 0.1191, 0.1183, 0.1086

---

Record 4
# C6H12

A cluster of 2 separate species, C6H12 in total at a distorted geometry (wB97M-V/def2-TZVPD, OMol25).

Results
- <S²>: 0.76
- Kohn-Sham gap (spin up / spin down): 7.2741 / 4.8158 eV
- 2S+1: 2
- Charge: +1
- Relative energy (zero: lowest compared OMol25 entry of this formula, charge and spin): 76.5 kcal/mol

```
18
Properties=species:S:1:pos:R:3:forces:R:3
C 2.118292 1.192063 0.985444 -0.9221 0.4237 1.0827
C 1.801418 0.583719 -0.330280 -0.5957 -0.8463 -2.7698
C 1.866137 -0.769091 -0.575791 0.4754 1.8960 -0.5771
H 1.130457 1.153484 1.508846 0.6491 0.1747 0.2441
H 2.834617 0.606609 1.604143 -0.4286 0.4748 -0.5776
H 2.365539 2.277883 0.970014 0.1437 -0.9291 -0.2103
H 1.403656 1.335298 -1.182073 1.0654 -1.8256 1.8659
H 1.752836 -1.210421 -1.606037 -0.1659 0.5703 1.3152
H 2.281210 -1.406516 0.215555 -0.2632 0.1025 -0.4026
C -2.429250 -1.211028 -0.848549 0.0693 -1.6047 -0.8310
C -1.594791 -0.105672 -0.305792 0.7561 -1.0328 -1.0333
C -1.782313 0.381582 0.956407 2.4808 2.4535 2.0684
H -2.605997 -1.035626 -1.961265 0.3498 -0.3983 1.3189
H -1.819451 -2.299256 -0.772212 -1.3100 2.8742 -0.1506
H -3.439431 -1.323382 -0.336100 1.5001 0.1136 -0.4921
H -0.637090 0.294034 -0.827536 -1.7163 -0.6071 0.4418
H -1.368363 1.441173 1.247110 -1.2016 -1.7910 -0.7758
H -1.774932 -0.262716 1.850923 -0.8863 -0.0485 -0.5170
```
Forces are in eV/Å.

Partial atomic charges computed with the Löwdin method, in multiples of e: -0.1247, -0.2862, -0.0287, 0.0593, 0.0969, 0.0914, 0.1425, 0.0750, 0.0636, -0.0508, -0.0672, 0.1804, 0.1189, 0.1985, 0.1129, 0.1356, 0.1497, 0.1330

---

Record 5
# C8H16IrN3O4

A structure of composition C8H16IrN3O4 at a distorted geometry (wB97M-V/def2-TZVPD, OMol25).

Results
- Kohn-Sham gap (spin up / spin down): 5.4431 / 5.4325 eV
- Charge: +2

```
32
Properties=species:S:1:pos:R:3:forces:R:3
Ir 0.898740 0.387473 1.764783 -1.7565 -3.1038 -2.8091
O 0.324651 -2.577998 4.633337 1.2381 0.0136 -0.7360
C 0.434386 -1.962849 3.644930 -4.3128 0.8802 1.4290
O -0.211794 -1.219477 2.888254 1.4530 0.4010 0.2664
C 2.134991 -2.184800 2.827375 3.8941 -0.2077 -2.4877
O 2.833609 -2.905611 3.427660 -1.3216 0.3596 0.4757
O 2.096985 -1.520872 1.778663 -0.5847 0.6709 1.2373
N -0.487792 -1.611359 -0.576484 0.0824 -0.4236 0.2081
C -0.875922 -0.633152 -1.650777 -0.2401 0.2831 -0.5579
C 0.339308 0.067251 -2.248195 0.1005 0.0168 0.3039
C 0.932037 1.206779 -1.414308 -0.3615 0.3442 -0.3448
N 1.786616 0.701904 -0.316241 0.0974 0.6100 1.9454
C -0.140511 2.167383 -0.881107 -0.0082 -0.2033 0.0383
C -1.398389 1.510999 -0.294314 0.0225 0.2953 -0.5298
N -1.173189 1.088364 1.106303 1.5641 0.4149 1.2376
C -1.921918 0.362394 -1.161399 0.1782 0.0116 0.2572
H 0.162045 -2.315603 -0.951207 -0.1187 0.1609 0.1417
H -1.314403 -2.122661 -0.241546 0.1862 0.1032 -0.0078
H -0.031941 -1.140278 0.243248 -0.0508 -0.0280 -0.0939
H -1.332489 -1.243920 -2.434549 0.0591 -0.0117 0.1247
H 0.016581 0.497471 -3.197811 -0.0010 -0.0573 -0.0082
H 1.116468 -0.659707 -2.492026 0.0623 -0.0433 -0.1347
H 1.569086 1.789734 -2.092463 -0.0274 -0.1577 0.1647
H 2.452015 1.435853 -0.050541 -0.0185 -0.1455 -0.3508
H 2.363265 -0.079195 -0.638612 -0.1415 0.0602 0.3227
H -0.449892 2.817208 -1.701361 0.0032 -0.0110 0.0095
H 0.307522 2.817297 -0.125233 -0.0033 0.1299 -0.0429
H -2.182622 2.279579 -0.289525 0.1122 -0.1778 0.0992
H -1.932453 0.481623 1.425835 0.3490 -0.0019 0.0879
H -1.216062 1.914737 1.712264 -0.2893 -0.1084 -0.2192
H -2.368823 0.808955 -2.051513 -0.0155 -0.0575 0.0053
H -2.730102 -0.157522 -0.643438 -0.1511 -0.0169 -0.0317
```
Forces are in eV/Å.

Partial atomic charges computed with the Löwdin method, in multiples of e: 1.0016, 0.3077, -0.4350, -0.0196, -0.4350, 0.3074, -0.0194, 0.2242, -0.2647, -0.0773, -0.3276, -0.0126, -0.0894, -0.3277, -0.0126, -0.0773, 0.1828, 0.1822, 0.0815, 0.1676, 0.1515, 0.1353, 0.1631, 0.1177, 0.1181, 0.1448, 0.1270, 0.1631, 0.1181, 0.1176, 0.1516, 0.1352

---

no.,E (eV)
1,-59979.114
2,-41395.040
3,-24311.269
4,-6404.430
5,-24035.273